[1]
Below is the molecule H2O4S2, with properties calculated with ωB97M-V/def2-TZVPD.

```
8
Properties=species:S:1:pos:R:3:lowdin_charge:R:1
O -1.448 1.254 0.983 -0.4352
O 2.185 0.013 -0.261 -0.0473
O 1.101 0.825 -0.692 -0.1695
O -0.029 0.082 -0.790 -0.3759
S -2.603 -1.208 -0.196 0.4552
S -1.266 -0.045 0.483 0.3378
H 2.675 -0.263 -1.137 0.1525
H -0.614 -0.659 1.610 0.0823
```

HOMO level (spin up / spin down) = -0.234 / -0.369 Eh
ΔE to the lowest compared entry with this formula, charge and spin = 99.8 kcal/mol
E = -29881.1673 eV
multiplicity = 3
⟨S²⟩ = 2.010

[2]
Below is a structure of composition C4H9N3O, with properties calculated with ωB97M-V/def2-TZVPD.

```
17
Properties=species:S:1:pos:R:3:lowdin_charge:R:1
C 0.148 -0.398 0.668 -0.5742
C 0.759 -1.562 -0.088 -0.0181
N 0.207 0.916 -0.080 0.0054
C -1.396 -0.532 0.897 -0.2943
C -0.289 0.964 -1.454 -0.2537
O 0.776 -0.189 1.908 0.0166
N -2.099 0.472 0.656 0.0153
N -0.311 2.001 -2.161 0.1273
H 1.706 -0.441 1.855 0.1000
H 1.040 1.467 0.117 0.1591
H -0.871 1.393 0.422 0.1783
H 0.047 2.839 -1.704 0.0588
H -1.650 -1.388 1.543 0.1012
H -0.782 0.060 -1.781 0.1160
H 1.823 -1.395 -0.283 0.0892
H 0.636 -2.459 0.519 0.0935
H 0.256 -1.748 -1.034 0.0797
```

HOMO level = -0.282 Eh
ΔE to the lowest compared entry with this formula, charge and spin = 94.1 kcal/mol
E = -10808.3825 eV

[3]
Below is a cluster of 2 separate species, C5H10O in total, with properties calculated with ωB97M-V/def2-TZVPD.

```
16
Properties=species:S:1:pos:R:3:lowdin_charge:R:1
C 1.688 0.459 -0.848 -0.1000
C 0.719 0.920 0.243 -0.2290
C 0.499 -0.146 1.289 -0.2878
O -0.706 -0.059 2.108 0.0110
C -0.549 -1.190 1.486 0.0230
C -1.952 -0.727 -0.680 -0.0441
H 2.629 0.103 -0.414 0.0759
H 1.928 1.283 -1.527 0.0744
H 1.266 -0.358 -1.441 0.0694
H 1.152 1.783 0.767 0.1146
H -0.222 1.263 -0.194 0.0969
H 1.379 -0.362 1.890 0.1259
H -1.623 -1.420 0.118 -0.0300
H -1.144 -0.539 -1.393 0.0281
H -2.279 0.219 -0.239 0.0412
H -2.785 -1.228 -1.165 0.0305
```

HOMO level = -0.338 Eh
ΔE to the lowest compared entry with this formula, charge and spin = 93.1 kcal/mol
E = -7390.7283 eV

[4]
Below is a cluster of 4 separate species, C5H18O3S in total, with properties calculated with ωB97M-V/def2-TZVPD.

```
27
Properties=species:S:1:pos:R:3:lowdin_charge:R:1
C 2.951 0.227 -1.531 -0.1118
C 1.482 0.344 -1.925 -0.2879
C 0.616 -0.683 -1.208 -0.2864
C -0.866 -0.598 -1.560 -0.4926
S -1.731 0.902 -1.012 0.8075
C -2.350 0.424 0.621 -0.3961
H 3.088 0.312 -0.452 0.0637
H 3.354 -0.739 -1.848 0.0763
H 3.570 0.993 -1.999 0.0697
H 1.375 0.192 -3.004 0.1110
H 1.111 1.356 -1.729 0.0883
H 0.741 -0.624 -0.126 0.0918
H 0.959 -1.678 -1.480 0.1152
H -0.997 -0.634 -2.643 0.0708
H -1.370 -1.459 -1.135 0.0723
H -2.034 -0.585 0.880 0.0170
H -3.434 0.444 0.609 0.0242
H -2.015 1.116 1.395 0.0262
O 0.940 1.780 1.380 -0.0500
H 0.152 1.742 0.812 0.0106
H 1.685 1.782 0.765 0.0495
O 1.037 -0.518 2.960 -0.0692
H 0.841 -0.219 3.856 0.0603
H 1.018 0.301 2.422 0.0046
O -0.775 -2.371 1.912 -0.0837
H -0.410 -3.240 2.096 0.0320
H -0.138 -1.735 2.295 -0.0134
```

HOMO level = -0.318 Eh
structure (SMILES) = CCCCSC.O.O.O
E = -22455.3678 eV